Record 1
The following is a DFT calculation (ωB97M-V/def2-TZVPD) of C32H35BrF4O3P2SrTe as an isolated structure.

## Properties
molar mass = 900.69 g mol⁻¹
calculated total energy = -147518.3327 eV
orbital gap = 6.798 eV
energy above the lowest of the compared OMol25 structures with the same formula, charge and spin = 8.12 kJ/mol
charge = 0

Element x y z (Å)
Sr (-0.255, -0.800, 0.458)
C (-0.972, 1.585, 1.802)
C (-1.472, 0.503, 2.573)
C (-0.354, -0.197, 3.092)
C (0.825, 0.438, 2.634)
C (0.444, 1.538, 1.836)
C (1.332, 2.579, 1.218)
C (2.220, -0.030, 2.942)
C (-0.391, -1.409, 3.984)
C (-2.913, 0.198, 2.860)
C (-1.765, 2.728, 1.236)
H (1.215, 3.551, 1.708)
H (1.102, 2.732, 0.157)
H (2.383, 2.299, 1.297)
H (2.450, 0.078, 4.006)
H (2.972, 0.535, 2.382)
H (2.355, -1.088, 2.693)
H (0.229, -1.253, 4.871)
H (-0.020, -2.318, 3.496)
H (-1.407, -1.615, 4.323)
H (-3.214, 0.571, 3.844)
H (-3.110, -0.876, 2.847)
H (-3.573, 0.659, 2.123)
H (-1.693, 3.609, 1.883)
H (-2.825, 2.484, 1.146)
H (-1.412, 3.038, 0.249)
F (2.116, 4.168, -5.321)
C (2.139, 3.158, -4.468)
C (3.305, 2.446, -4.261)
F (4.405, 2.771, -4.924)
C (3.310, 1.391, -3.363)
F (4.460, 0.733, -3.227)
C (2.184, 1.015, -2.643)
P (2.182, -0.408, -1.480)
C (2.471, -1.805, -2.613)
C (3.712, -2.141, -3.150)
C (3.814, -3.194, -4.046)
C (2.685, -3.916, -4.408)
C (1.451, -3.600, -3.862)
C (1.345, -2.549, -2.963)
C (3.708, -0.244, -0.508)
C (4.348, 0.972, -0.291)
C (5.416, 1.048, 0.589)
C (5.852, -0.088, 1.256)
C (5.208, -1.299, 1.055)
C (4.130, -1.378, 0.186)
C (1.010, 1.734, -2.896)
Br (-0.669, 1.292, -2.144)
C (0.990, 2.794, -3.787)
F (-0.126, 3.475, -4.027)
H (4.595, -1.584, -2.866)
H (4.780, -3.453, -4.461)
H (2.772, -4.738, -5.108)
H (0.573, -4.177, -4.118)
H (0.381, -2.325, -2.517)
H (4.012, 1.868, -0.798)
H (5.908, 1.998, 0.753)
H (6.686, -0.026, 1.944)
H (5.532, -2.184, 1.587)
H (3.597, -2.315, 0.063)
C (2.742, -5.404, -1.525)
C (2.014, -5.730, -0.243)
O (0.657, -5.230, -0.322)
P (0.230, -4.043, 0.660)
O (1.163, -2.861, 0.559)
Te (-2.063, -3.549, 0.206)
O (0.434, -4.648, 2.132)
C (-0.370, -5.754, 2.579)
C (0.128, -6.165, 3.945)
H (3.757, -5.807, -1.491)
H (2.797, -4.323, -1.668)
H (2.224, -5.837, -2.380)
H (2.524, -5.289, 0.617)
H (1.939, -6.806, -0.084)
H (-0.289, -6.574, 1.861)
H (-1.414, -5.434, 2.613)
H (1.169, -6.484, 3.898)
H (-0.474, -6.992, 4.324)
H (0.052, -5.330, 4.642)



Record 2
The following is a DFT calculation (ωB97M-V/def2-TZVPD) of C2H2N4O2 in the gas phase at a distorted geometry.

## Properties
molar mass = 114.06 g mol⁻¹
calculated total energy = -12156.8287 eV
orbital gap = 8.480 eV
SMILES = [H]/N=c1/nc(O)nno1
energy above the lowest of the compared OMol25 structures with the same formula, charge and spin = 571.05 kJ/mol
charge = 0

Element x y z (Å)
C (1.057, -0.276, -0.061)
C (-1.180, -0.445, 0.137)
H (2.262, -1.801, 0.208)
H (-3.163, -0.144, 0.123)
N (1.264, 0.963, -0.056)
N (0.137, 1.557, -0.007)
N (-2.387, -0.906, -0.050)
N (-0.027, -1.039, -0.126)
O (2.219, -0.770, 0.072)
O (-1.126, 1.050, 0.039)



Record 3
The following is a DFT calculation (ωB97M-V/def2-TZVPD) of an isolated ion of composition C3H7NO2P and charge +1 at a distorted geometry.

## Properties
molar mass = 120.07 g mol⁻¹
calculated total energy = -18089.5040 eV
orbital gap = 9.534 eV
energy above the lowest of the compared OMol25 structures with the same formula, charge and spin = 135.94 kJ/mol
charge = +1

Element x y z (Å)
C (-0.197, 0.469, -1.850)
C (-0.759, 1.473, 0.431)
C (0.764, -1.811, 1.282)
N (-1.107, 0.539, -0.633)
O (0.839, -0.248, -1.291)
O (0.287, 0.773, 1.034)
P (0.146, -0.549, 0.148)
H (-0.782, -0.125, -2.517)
H (0.220, 1.385, -2.274)
H (-0.469, 2.434, 0.021)
H (-1.595, 1.493, 1.133)
H (0.520, -2.945, 1.115)
H (0.328, -1.362, 2.182)
H (1.804, -1.528, 1.220)



Q: Number 3 is which compound?
A: C3H7NO2P